[1]
A structure of composition C6H12O2 in a non-equilibrium geometry. Source: OMol25; level of theory: ωB97M-V with the def2-TZVPD basis set.

Output
Energy relative to the best compared isomer or geometry (same formula, charge and spin), eV: 6.116
LUMO level, Eh: 0.021
Highest occupied orbital energy, eV: -8.38
Max |F|, eV/A: 3.45

Each line ends with the Mulliken charge.
Cartesian coordinates (Å):
H: 1.322 0.463 2.088  0.29
O: -2.115 0.208 -1.547  -0.50
C: -1.123 1.201 0.365  -0.78
C: 0.916 -0.839 -2.306  -0.61
H: -0.477 -1.350 2.094  0.25
H: 1.006 -1.933 2.865  0.34
O: -0.801 1.979 -1.926  -0.53
H: -1.985 0.067 -2.496  0.38
H: 0.617 -2.399 1.208  0.28
H: 0.938 -0.277 0.048  0.16
H: -1.942 0.661 0.834  0.25
H: 2.363 -0.587 1.167  0.36
H: -0.001 2.433 -1.633  0.34
C: -1.083 0.939 -1.078  0.97
C: 0.490 -0.227 -1.348  -0.35
C: 0.580 -1.576 1.924  -0.87
C: 1.316 -0.365 1.378  -0.61
H: 1.330 -1.440 -3.072  0.41
H: -1.171 2.269 0.580  0.37
H: -0.179 0.773 0.853  -0.16

Cartesian forces (eV/Å) of the 2 atoms listed first:
-0.3093 0.2939 -0.4106
0.2157 0.2157 0.0725

=====

[2]
A cluster of 2 separate species, C6H12O2 in total in a non-equilibrium geometry. Source: OMol25; level of theory: ωB97M-V with the def2-TZVPD basis set.

Output
Energy relative to the best compared isomer or geometry (same formula, charge and spin), eV: 3.496
LUMO level, Eh: 0.027
Highest occupied orbital energy, eV: -7.70
Max |F|, eV/A: 4.49
SMILES: CC/C=C/C=C/O.O

Each line ends with the Mulliken charge.
Cartesian coordinates (Å):
H: 1.827 2.124 -3.120  0.31
O: 0.428 -3.330 -2.591  -0.50
H: -1.548 -0.385 1.068  0.33
H: -0.693 2.103 1.151  0.21
H: 0.887 1.408 1.751  0.32
C: -0.606 0.056 0.767  -0.30
H: -0.479 -3.161 -2.935  0.33
C: -0.036 -1.539 -1.174  -0.35
C: 0.213 -0.520 -0.181  -0.32
O: 1.340 2.110 -2.247  -0.61
H: 1.203 0.030 -0.191  0.14
H: -2.023 1.162 2.651  0.23
C: 0.844 -2.534 -1.580  0.09
H: 0.520 2.489 -2.592  0.31
H: 1.947 -2.648 -1.402  0.33
C: -0.917 1.010 3.053  -1.09
H: -0.880 0.056 3.480  0.36
H: -0.633 1.827 3.815  0.28
H: -1.123 -1.454 -1.392  0.18
C: -0.271 1.194 1.670  -0.21

Cartesian forces (eV/Å) of the 2 atoms listed first:
-0.1635 -0.2913 1.5714
-0.0336 -1.3893 -0.8913

=====

[3]
An isolated molecule of C6H12O2 in a non-equilibrium geometry. Source: OMol25; level of theory: ωB97M-V with the def2-TZVPD basis set.

Output
Energy relative to the best compared isomer or geometry (same formula, charge and spin), eV: 1.448
LUMO level, Eh: 0.030
Highest occupied orbital energy, eV: -9.85
Max |F|, eV/A: 3.21
SMILES: CC1(C)C[C@@](C)(O)O1

Each line ends with the Mulliken charge.
Cartesian coordinates (Å):
O: -2.022 -1.239 0.790  -0.57
H: -1.943 -1.908 0.098  0.34
C: 1.726 0.866 -0.538  -1.48
C: -0.247 -0.566 2.342  -1.30
C: -0.865 0.740 0.177  -0.95
H: 0.035 0.925 -2.718  0.37
H: 1.957 0.965 0.521  0.34
H: -1.052 -0.143 2.936  0.36
H: -1.730 0.850 -0.465  0.29
H: 0.814 -0.669 -2.669  0.36
H: 2.522 0.288 -1.007  0.36
H: -0.909 -0.516 -2.315  0.38
H: 1.699 1.855 -0.989  0.35
C: 0.391 0.175 -0.738  1.31
C: -0.657 -0.570 0.887  0.99
H: 0.667 0.010 2.472  0.29
H: -0.075 -1.592 2.660  0.32
O: 0.310 -1.070 -0.003  -0.53
C: 0.060 -0.034 -2.204  -1.57
H: -0.682 1.632 0.764  0.33

Cartesian forces (eV/Å) of the 2 atoms listed first:
2.0295 -0.2004 0.2775
0.0596 0.0157 0.0733

=====

[4]
A cluster of 2 separate species, C6H12O2 in total in a non-equilibrium geometry. Source: OMol25; level of theory: ωB97M-V with the def2-TZVPD basis set.

Output
Energy relative to the best compared isomer or geometry (same formula, charge and spin), eV: 1.985
LUMO level, Eh: 0.028
Highest occupied orbital energy, eV: -8.30
Max |F|, eV/A: 1.74
SMILES: C/C=C/C=C(/C)O.O

Each line ends with the Mulliken charge.
Cartesian coordinates (Å):
C: 0.950 -0.094 -0.114  -0.04
C: 3.456 -0.346 0.212  -1.09
H: 0.854 -0.732 0.762  0.37
H: -0.747 -1.781 0.107  0.32
C: -2.815 0.110 -1.147  -1.10
H: -0.047 1.219 -1.512  0.34
H: -2.809 0.975 -1.806  0.33
O: -1.533 -1.262 0.244  -0.58
H: -3.475 0.297 -0.301  0.27
H: -3.202 -0.804 -1.592  0.29
O: -1.926 0.750 2.409  -0.67
H: -1.169 1.332 2.535  0.30
C: -0.245 0.422 -0.812  -0.44
H: 3.227 -0.525 1.270  0.32
C: -1.442 -0.155 -0.601  0.39
C: 2.209 0.253 -0.408  -0.30
H: 3.721 -1.313 -0.201  0.27
H: -1.623 0.081 1.774  0.39
H: 2.399 1.145 -1.002  0.29
H: 4.217 0.429 0.182  0.32

Cartesian forces (eV/Å) of the 2 atoms listed first:
0.4966 0.4651 -0.1410
-1.3300 0.6889 0.8816

=====

[5]
An isolated molecule of C6H12O3S2 in a non-equilibrium geometry. Source: OMol25; level of theory: ωB97M-V with the def2-TZVPD basis set.

Output
Energy relative to the best compared isomer or geometry (same formula, charge and spin), eV: 0.000
LUMO level, Eh: 0.015
Highest occupied orbital energy, eV: -9.97
Max |F|, eV/A: 4.44
SMILES: CCSC(=O)[C@H](C)S(C)(=O)=O

Each line ends with the Mulliken charge.
Cartesian coordinates (Å):
H: 2.827 2.398 1.098  0.38
H: 1.917 -2.248 0.336  0.48
H: -4.372 -0.546 0.656  0.35
H: 1.151 -0.323 -1.721  0.68
H: 2.314 -2.475 -1.278  0.36
H: -2.884 -1.148 0.013  0.32
C: 2.074 1.998 0.448  -1.07
H: 1.204 2.025 0.943  0.39
O: 3.573 0.371 -0.964  -0.66
H: -4.185 -0.308 -1.027  0.23
C: -0.283 -0.310 0.135  0.24
S: -1.298 0.914 -0.634  -0.03
O: -0.500 -0.963 1.102  -0.51
H: 0.812 -2.752 -0.559  0.47
S: 2.522 0.308 0.011  1.23
C: -2.858 0.855 0.389  -0.42
H: 2.009 2.703 -0.450  0.31
C: 1.533 -2.021 -0.626  -1.73
C: 1.158 -0.593 -0.752  -0.09
O: 2.768 -0.341 1.261  -0.64
H: -3.307 1.846 0.106  0.38
C: -3.639 -0.380 -0.011  -0.95
H: -2.535 0.988 1.522  0.29

Cartesian forces (eV/Å) of the 2 atoms listed first:
0.6996 -0.2537 0.2539
0.7933 0.4877 1.2129

=====

[6]
A cluster of 2 separate species, C6H12O4 in total in a non-equilibrium geometry. Source: OMol25; level of theory: ωB97M-V with the def2-TZVPD basis set.

Output
Energy relative to the best compared isomer or geometry (same formula, charge and spin), eV: 3.683
LUMO level, Eh: -0.008
Highest occupied orbital energy, eV: -9.57
Max |F|, eV/A: 3.18
SMILES: COCCOC.O=CC=O

Each line ends with the Mulliken charge.
Cartesian coordinates (Å):
H: -1.324 -0.269 -1.875  0.28
H: -1.233 -1.065 1.091  0.37
H: -2.503 -0.149 0.292  0.36
O: 0.119 -1.540 -1.338  -0.29
C: -1.079 1.537 1.558  -0.76
C: 0.701 -2.574 -0.420  -0.73
H: 1.587 -2.927 -0.960  0.21
C: -1.420 -0.370 0.252  -0.57
H: 0.009 -3.432 -0.397  0.35
H: 1.836 2.594 0.865  0.39
H: -0.395 2.379 1.715  0.21
C: -1.150 -1.021 -1.088  -0.57
O: 2.464 0.634 -1.734  -0.43
H: -1.885 -1.846 -1.190  0.38
O: -0.648 0.791 0.445  -0.14
C: 1.763 2.357 -0.216  0.01
O: 1.463 3.170 -1.048  -0.44
H: 2.045 0.145 0.172  0.20
H: 0.665 -2.199 0.615  0.28
C: 2.164 0.927 -0.604  0.26
H: -1.081 0.925 2.476  0.31
H: -2.095 1.934 1.391  0.30

Cartesian forces (eV/Å) of the 2 atoms listed first:
0.0394 -0.3473 0.1985
-0.0129 0.0164 -0.1668

=====

Q: What is the LUMO level in the fifth record?
A: 0.015 Eh

=====

Q: What is the energy relative to the best compared isomer or geometry (same formula, charge and spin) in the fourth record?
A: 1.985 eV

=====

Q: What is the formula in the second record?
A: C6H12O2